1.
A structure of composition C35H61BrCoGe2Si. Source: the Open Molecules 2025 dataset; level of theory: the ωB97M-V functional and the def2-TZVPD basis.

Values from the calculation:
Expectation value of S² = 6.053
Relative energy (zero: lowest compared OMol25 entry of this formula, charge and spin) = 0.0 kcal per mole
E_HOMO (alpha / beta) = -16.30 / -16.90 eV
Lowest unoccupied orbital energy (alpha / beta) = -8.585 / -11.368 eV

Geometry as ORCA input:
```
! RIJCOSX wB97M-V def2-TZVPD def2/J DEFGRID3
* xyz 3 5
Co 0.861 -1.392 -1.757
C 1.121 -2.470 -5.288
C 1.528 -2.620 -3.856
C 0.866 -3.503 -2.984
C 1.385 -3.787 -1.708
C 2.552 -3.168 -1.275
C 3.165 -2.216 -2.088
C 2.654 -1.938 -3.358
H 1.821 -3.038 -5.904
H 1.171 -1.433 -5.620
H 0.126 -2.865 -5.474
H -0.014 -4.033 -3.327
H 0.889 -4.507 -1.071
H 2.962 -3.404 -0.303
H 4.062 -1.717 -1.745
H 3.187 -1.257 -4.006
C -3.923 -0.793 -0.961
C -2.468 -1.266 -0.942
Ge -1.443 -0.504 -2.446
C -1.905 -1.206 -4.220
C -3.241 -0.661 -4.736
C -1.863 1.416 -2.512
C -0.845 2.328 -2.424
Ge 0.906 1.391 -2.304
C 2.089 1.755 -0.779
C 2.485 3.225 -0.609
C 1.769 1.367 -4.065
C 2.135 2.750 -4.616
C -1.066 3.740 -2.557
C 0.042 4.633 -2.639
C -0.137 5.978 -2.793
C -1.443 6.499 -2.866
C -2.562 5.655 -2.784
C -2.383 4.309 -2.635
H -4.459 -1.227 -0.117
H -4.453 -1.094 -1.864
H -3.999 0.291 -0.866
H -2.412 -2.355 -1.017
H -1.978 -0.992 -0.011
H -1.936 -2.296 -4.144
H -1.115 -0.957 -4.926
H -4.073 -0.892 -4.071
H -3.471 -1.100 -5.707
H -3.205 0.420 -4.874
H -2.888 1.739 -2.671
H 2.980 1.144 -0.954
H 1.620 1.376 0.124
H 2.982 3.638 -1.487
H 3.191 3.308 0.218
H 1.626 3.849 -0.359
H 1.109 0.851 -4.767
H 2.674 0.769 -3.959
H 1.250 3.356 -4.809
H 2.660 2.643 -5.565
H 2.799 3.298 -3.946
H 1.047 4.235 -2.595
H 0.708 6.648 -2.864
H -1.585 7.566 -2.988
H -3.555 6.076 -2.841
H -3.253 3.673 -2.570
C 1.791 1.314 4.008
C 0.328 0.849 3.982
C -0.391 1.634 2.871
C -0.320 1.195 5.352
Si 0.116 -1.018 3.870
Br 0.713 -1.121 0.610
C -1.619 -1.732 3.759
C -1.720 -2.960 2.835
C -1.924 -2.172 5.219
C -2.697 -0.730 3.322
C 1.548 -2.133 4.338
C 1.702 -1.872 5.864
C 1.264 -3.629 4.126
C 2.873 -1.801 3.630
H 1.801 2.391 4.187
H 2.298 1.127 3.060
H 2.376 0.857 4.804
H -0.124 2.687 2.984
H -1.475 1.567 2.932
H -0.083 1.315 1.874
H -0.316 2.282 5.461
H 0.243 0.786 6.193
H -1.356 0.869 5.441
H -1.193 -3.829 3.223
H -1.354 -2.754 1.828
H -2.775 -3.231 2.755
H -1.222 -2.912 5.602
H -2.914 -2.635 5.228
H -1.956 -1.333 5.916
H -2.571 -0.425 2.281
H -2.740 0.164 3.942
H -3.667 -1.223 3.407
H 0.824 -2.174 6.438
H 1.933 -0.834 6.102
H 2.540 -2.475 6.221
H 0.386 -3.985 4.663
H 2.119 -4.191 4.507
H 1.150 -3.876 3.070
H 3.301 -0.852 3.944
H 2.773 -1.794 2.544
H 3.591 -2.581 3.891
*
```



2.
A cluster of 10 separate species, C35H61NO27 in total. Source: the Open Molecules 2025 dataset; level of theory: the ωB97M-V functional and the def2-TZVPD basis.

Values from the calculation:
Relative energy (zero: lowest compared OMol25 entry of this formula, charge and spin) = 35.3 kcal per mole
E_HOMO = -9.93 eV
Lowest unoccupied orbital energy = 0.015 eV

Geometry as ORCA input:
```
! RIJCOSX wB97M-V def2-TZVPD def2/J DEFGRID3
* xyz 0 1
C 0.171 -0.837 -0.547
C -0.148 -0.042 0.645
C -1.149 -0.629 1.641
O -0.385 -0.863 2.741
C 0.863 -0.306 2.609
O 1.727 -0.286 3.485
O 1.075 0.065 1.353
H -0.646 -0.860 -1.260
H 0.657 -1.730 -0.234
H 0.992 -0.388 -1.204
H -0.392 0.988 0.309
H -1.779 -1.434 1.371
H -1.805 0.184 1.915
C 4.198 -1.017 0.303
C 4.802 -1.766 -0.876
C 3.992 -1.939 -2.134
O 4.972 -1.910 -3.124
C 6.124 -1.309 -2.653
O 7.038 -0.804 -3.261
O 5.963 -1.081 -1.390
H 3.572 -0.176 -0.043
H 5.056 -0.536 0.790
H 3.868 -1.665 1.083
H 5.113 -2.711 -0.399
H 3.374 -1.068 -2.446
H 3.603 -2.914 -2.218
C 0.491 -3.882 3.960
C 0.700 -4.992 2.944
C -0.360 -5.093 1.766
O 0.352 -4.638 0.553
C 1.571 -4.380 0.926
O 2.467 -4.147 0.094
O 1.775 -4.622 2.226
H -0.483 -3.500 4.071
H 1.303 -3.092 3.929
H 0.710 -4.302 4.953
H 0.800 -5.948 3.414
H -1.283 -4.431 2.030
H -0.522 -6.205 1.649
C -0.980 -1.402 6.764
C -1.766 -0.814 5.564
C -3.233 -0.373 5.818
O -3.300 0.574 4.809
C -2.112 1.001 4.420
O -1.959 1.915 3.618
O -1.159 0.405 5.082
H 0.006 -1.737 6.372
H -1.470 -2.228 7.075
H -1.018 -0.731 7.573
H -1.703 -1.465 4.687
H -3.496 -0.057 6.757
H -3.927 -1.265 5.640
C 4.585 1.629 -4.381
O 4.013 2.725 -3.655
C 3.128 2.407 -2.668
O 2.721 1.160 -2.302
O 2.686 3.519 -2.178
C 1.502 3.597 -1.403
H 4.184 0.717 -4.039
H 5.549 1.340 -4.119
H 4.593 1.810 -5.478
H 1.108 2.647 -1.069
H 0.770 4.077 -2.056
H 1.850 4.285 -0.626
C -3.216 -2.531 -0.925
O -3.370 -1.073 -0.716
C -4.222 -0.581 0.135
O -5.085 -1.376 0.861
O -4.218 0.765 0.287
C -4.803 1.378 1.464
H -2.863 -3.012 -0.008
H -2.545 -2.630 -1.714
H -4.067 -3.084 -1.281
H -4.898 2.376 1.529
H -4.290 0.953 2.271
H -5.834 1.045 1.443
C -3.355 0.777 -2.882
O -3.431 1.800 -3.893
C -4.592 2.435 -3.926
O -5.585 2.115 -3.002
O -4.708 3.361 -4.858
C -5.894 4.116 -4.896
H -2.494 0.234 -2.881
H -4.180 0.041 -3.005
H -3.491 1.247 -1.912
H -6.345 4.060 -3.852
H -6.532 3.707 -5.606
H -5.616 5.118 -5.149
C 0.533 -3.591 -2.594
O 0.933 -4.394 -3.715
C 0.198 -5.356 -4.156
O -1.124 -5.697 -3.672
O 0.679 -6.024 -5.189
C -0.185 -6.885 -5.905
H 1.213 -3.933 -1.780
H -0.515 -3.919 -2.328
H 0.690 -2.506 -2.792
H -1.209 -6.518 -6.169
H -0.313 -7.746 -5.280
H 0.375 -7.306 -6.770
C 3.868 2.012 2.262
O 4.385 3.243 2.825
C 4.192 4.430 2.158
O 3.775 4.541 0.874
O 4.455 5.460 2.796
C 4.283 6.748 2.108
H 3.343 1.420 3.029
H 4.675 1.421 1.930
H 3.225 2.215 1.386
H 4.936 6.547 1.283
H 4.727 7.512 2.769
H 3.248 6.869 1.842
C -2.377 2.934 -0.350
C -1.708 3.968 0.554
C -1.992 5.427 0.257
C -1.691 5.622 -1.155
N -1.457 5.635 -2.272
H -2.028 2.975 -1.379
H -3.491 3.150 -0.479
H -2.137 2.012 0.023
H -0.613 3.585 0.454
H -2.000 3.896 1.571
H -1.156 5.993 0.751
H -3.052 5.548 0.449
*
```



3.
A cluster of 3 separate species, C35H62BIN4O7S2 in total. Source: the Open Molecules 2025 dataset; level of theory: the ωB97M-V functional and the def2-TZVPD basis.

Values from the calculation:
E_HOMO = -8.19 eV
Lowest unoccupied orbital energy = -0.306 eV

Geometry as ORCA input:
```
! RIJCOSX wB97M-V def2-TZVPD def2/J DEFGRID3
* xyz 0 1
C 6.553 -1.869 -1.812
C 5.766 -0.590 -2.184
C 4.260 -0.802 -1.870
C 3.509 0.534 -1.754
O 3.093 0.890 -3.083
C 2.206 1.927 -3.145
C 2.349 3.050 -2.349
C 1.455 4.092 -2.424
S 1.577 5.536 -1.384
C 0.402 4.011 -3.323
C 0.278 2.895 -4.102
C 1.161 1.819 -4.051
N 1.006 0.673 -4.875
I 1.597 1.055 -6.835
C -0.323 0.161 -4.824
C -0.570 -1.168 -4.595
C -1.852 -1.686 -4.499
B -2.054 -3.233 -4.228
N -0.996 -4.233 -4.569
O -3.205 -3.732 -3.709
C -2.946 -0.831 -4.632
O -4.224 -1.291 -4.507
C -5.089 -0.451 -3.727
C -4.577 -0.079 -2.318
C -4.346 1.459 -2.183
C -5.593 -0.455 -1.180
C -5.135 -1.629 -0.283
C -3.819 -1.354 0.467
C -4.965 -2.907 -1.175
C -2.715 0.517 -4.888
C -1.434 0.978 -4.972
S -1.084 2.709 -5.246
H 7.492 -1.897 -2.376
H 6.738 -1.832 -0.726
H 5.965 -2.751 -2.096
H 6.152 0.292 -1.659
H 5.864 -0.381 -3.258
H 3.847 -1.385 -2.701
H 4.193 -1.400 -0.952
H 2.652 0.460 -1.074
H 4.246 1.276 -1.423
H 3.168 3.141 -1.642
H 0.268 5.854 -1.283
H -0.343 4.795 -3.436
H 0.281 -1.836 -4.476
H -0.861 -4.172 -5.578
H -0.105 -3.972 -4.154
H -3.056 -4.630 -3.386
H -5.396 0.435 -4.301
H -6.009 -1.031 -3.593
H -3.628 -0.549 -2.040
H -3.367 1.772 -2.564
H -4.372 1.768 -1.130
H -5.157 2.015 -2.673
H -5.790 0.401 -0.510
H -6.567 -0.719 -1.621
H -5.922 -1.781 0.469
H -3.775 -0.377 0.963
H -3.636 -2.196 1.146
H -2.984 -1.375 -0.250
H -3.896 -3.084 -1.306
H -5.420 -3.750 -0.643
H -5.453 -2.722 -2.132
H -3.543 1.207 -5.018
C 10.827 -2.933 5.076
O 9.730 -3.823 4.977
C 8.642 -3.489 5.834
C 7.439 -3.046 5.024
N 7.673 -1.748 4.400
C 6.663 -1.369 3.415
C 6.542 -2.225 2.155
O 7.664 -2.148 1.293
C 8.717 -3.046 1.601
H 11.642 -3.345 4.484
H 10.575 -1.945 4.676
H 11.162 -2.835 6.112
H 8.925 -2.733 6.572
H 8.377 -4.400 6.377
H 6.569 -2.975 5.683
H 7.241 -3.824 4.275
H 8.574 -1.765 3.941
H 6.898 -0.349 3.101
H 5.687 -1.328 3.911
H 5.700 -1.826 1.578
H 6.290 -3.268 2.375
H 8.351 -3.977 2.041
H 9.445 -2.579 2.268
H 9.235 -3.283 0.671
C -5.843 1.627 5.587
O -6.817 2.605 5.269
C -6.322 3.940 5.308
C -6.294 4.542 3.917
N -5.264 3.918 3.094
C -5.336 4.272 1.678
C -6.571 3.828 0.896
O -6.677 2.424 0.734
C -7.314 1.744 1.802
H -6.349 0.665 5.652
H -5.076 1.561 4.809
H -5.372 1.840 6.551
H -5.339 3.994 5.785
H -7.020 4.517 5.921
H -6.092 5.614 3.993
H -7.293 4.411 3.481
H -5.347 2.913 3.175
H -4.462 3.823 1.198
H -5.226 5.356 1.581
H -6.472 4.234 -0.115
H -7.500 4.245 1.300
H -8.075 2.358 2.289
H -6.581 1.405 2.540
H -7.795 0.854 1.393
*
```



4.
A cluster of 15 separate species, C35H63BBrCl28N2O3PS in total. Source: the Open Molecules 2025 dataset; level of theory: the ωB97M-V functional and the def2-TZVPD basis.

Values from the calculation:
E_HOMO = -8.26 eV
Lowest unoccupied orbital energy = -1.699 eV

Geometry as ORCA input:
```
! RIJCOSX wB97M-V def2-TZVPD def2/J DEFGRID3
* xyz 0 1
C -3.290 0.610 4.392
P -4.621 -0.716 4.779
O -4.437 -1.892 3.461
C -6.404 -0.044 4.535
C -6.545 1.407 3.768
C -7.995 2.099 3.437
B -7.942 3.553 2.604
O -7.446 4.821 3.201
O -8.395 3.469 1.172
C -9.386 1.368 3.910
N -10.825 1.888 3.713
S -11.764 0.571 4.406
N -10.642 -0.667 5.022
C -9.253 -0.103 4.692
C -7.785 -0.837 5.007
Br -7.659 -2.631 5.957
H -3.129 1.407 5.234
H -2.269 0.019 4.259
H -3.467 1.171 3.368
H -4.388 -1.280 2.644
H -5.564 1.955 3.418
H -6.509 4.933 2.808
H -7.890 2.666 0.792
Cl -8.239 -5.408 2.346
C -9.221 -4.148 3.135
C -10.085 -3.387 2.142
Cl -9.115 -2.371 1.046
H -8.544 -3.479 3.675
H -9.856 -4.654 3.868
H -10.764 -2.717 2.677
H -10.688 -4.065 1.530
Cl -3.203 0.242 1.139
C -2.198 -0.615 -0.057
C -2.915 -0.800 -1.384
Cl -4.275 -1.944 -1.261
H -1.899 -1.574 0.377
H -1.297 -0.012 -0.202
H -2.224 -1.210 -2.126
H -3.304 0.148 -1.768
Cl -3.624 0.557 -5.093
C -4.852 -0.700 -4.802
C -5.303 -1.372 -6.089
Cl -6.239 -0.271 -7.131
H -5.692 -0.238 -4.274
H -4.397 -1.439 -4.137
H -5.955 -2.219 -5.858
H -4.452 -1.745 -6.668
Cl -1.584 -0.850 -8.986
C -1.178 0.683 -8.174
C 0.104 0.582 -7.363
Cl -0.081 -0.473 -5.939
H -2.029 0.971 -7.548
H -1.063 1.436 -8.959
H 0.386 1.570 -6.990
H 0.932 0.196 -7.966
Cl -4.780 3.692 1.580
C -3.222 4.465 1.967
C -3.063 4.723 3.457
Cl -4.177 5.983 4.044
H -3.149 5.390 1.388
H -2.437 3.785 1.622
H -2.049 5.075 3.667
H -3.237 3.816 4.044
Cl -0.541 -4.055 0.696
C 0.471 -3.712 -0.729
C 1.554 -2.687 -0.432
Cl 0.883 -1.063 -0.141
H -0.186 -3.380 -1.540
H 0.928 -4.659 -1.029
H 2.230 -2.602 -1.288
H 2.147 -2.971 0.443
Cl 1.337 1.775 3.156
C 3.000 1.340 3.623
C 3.306 -0.126 3.361
Cl 2.396 -1.209 4.444
H 3.134 1.596 4.679
H 3.670 1.971 3.032
H 4.368 -0.321 3.537
H 3.075 -0.407 2.328
Cl -10.920 1.024 -4.853
C -9.566 2.139 -4.540
C -8.244 1.407 -4.378
Cl -8.188 0.441 -2.883
H -9.812 2.730 -3.652
H -9.512 2.819 -5.396
H -7.424 2.129 -4.319
H -8.048 0.738 -5.222
Cl 5.333 1.661 5.731
C 5.761 3.064 6.741
C 4.589 4.013 6.933
Cl 4.148 4.852 5.424
H 6.616 3.567 6.278
H 6.083 2.671 7.710
H 4.853 4.788 7.659
H 3.702 3.489 7.301
Cl 10.176 0.593 5.708
C 8.948 -0.664 5.999
C 8.497 -1.336 4.712
Cl 7.561 -0.235 3.670
H 8.108 -0.202 6.528
H 9.403 -1.403 6.665
H 7.845 -2.183 4.944
H 9.348 -1.709 4.133
Cl 12.851 0.840 0.539
C 13.012 1.387 2.227
C 13.578 0.304 3.131
Cl 12.440 -1.047 3.359
H 12.028 1.723 2.569
H 13.682 2.252 2.217
H 13.782 0.717 4.123
H 14.513 -0.104 2.733
Cl 1.848 -3.200 -7.926
C 0.808 -3.501 -9.341
C 1.439 -4.477 -10.321
Cl 2.864 -3.786 -11.136
H 0.593 -2.537 -9.814
H -0.132 -3.910 -8.962
H 0.720 -4.734 -11.105
H 1.747 -5.403 -9.825
Cl 5.861 -3.936 -14.818
C 4.879 -2.677 -14.029
C 4.015 -1.916 -15.022
Cl 4.985 -0.899 -16.118
H 5.556 -2.008 -13.489
H 4.244 -3.183 -13.296
H 3.336 -1.245 -14.487
H 3.412 -2.594 -15.634
Cl 13.420 1.091 6.931
C 12.558 1.477 8.442
C 13.245 0.885 9.662
Cl 13.136 -0.893 9.700
H 11.528 1.119 8.345
H 12.533 2.568 8.522
H 12.762 1.251 10.573
H 14.303 1.161 9.703
*
```